[1]
20
Properties=species:S:1:pos:R:3:lowdin_charge:R:1 method="wB97M-V/def2-TZVPD" de_lowest_kj_mol=270.7 smiles=C#Cn1c[nH+]c([C@@H](Br)[C@@H](C)Br)n1 energy_ha=-5583.435867 e_lumo_ev=-4.57 total_charge=+1
Br -2.6902 1.6617 1.6482 0.69
Br -4.0977 -0.9344 0.2649 0.65
N 0.5738 1.9933 0.7162 0.15
N 2.0419 0.5608 -0.0404 -0.10
N 0.9154 -0.1496 0.1294 0.18
C -1.5098 0.2408 0.9478 -0.65
C 4.0312 -0.9696 -0.8287 0.19
C 1.9267 1.9135 0.2896 0.10
C -1.5696 -1.7543 -0.8400 -0.17
C -0.0555 0.7193 0.6071 -0.19
C -2.2558 -0.4114 -0.3339 -0.73
C 3.2575 -0.0720 -0.5078 -0.05
H 4.6972 -1.8529 -1.0636 0.10
H -0.6443 -1.5375 -1.4753 0.08
H -1.2016 -2.3633 0.0455 0.09
H 2.6595 2.7640 0.2500 0.18
H -2.3366 0.3319 -1.1982 0.11
H 0.0722 2.8194 1.0684 0.16
H -1.4892 -0.5848 1.7379 0.12
H -2.3253 -2.3749 -1.4172 0.08


[2]
19
Properties=species:S:1:pos:R:3:lowdin_charge:R:1 method="wB97M-V/def2-TZVPD" smiles="C[N+]1(C)C=C(Br)C(=O)C(Br)=C1" energy_ha=-5549.123086 e_lumo_ev="-5.54 / -5.18" total_charge=+1
Br -2.2664 2.9541 0.0036 0.91
Br -2.8657 -2.7383 0.0031 0.94
O -3.6686 0.3527 0.0299 0.09
N 0.6513 -0.0691 -0.0243 -0.37
C 1.5763 -0.0422 -1.1955 0.03
C -2.4843 0.1405 0.0106 -0.55
C -0.1422 1.1467 -0.0419 -0.11
C -0.0910 -1.2701 -0.0756 0.09
C -1.4762 1.2454 -0.0124 -0.55
C -1.9212 -1.1889 0.0155 -0.51
C 1.4646 -0.0575 1.2299 0.04
H 2.1876 -0.8731 1.2058 0.12
H 1.0013 0.0017 -2.1194 0.13
H 2.1910 -0.9414 -1.2002 0.12
H 0.8091 -0.1838 2.0919 0.13
H 0.4590 2.0452 -0.0597 0.13
H 0.3520 -2.2414 -0.0482 0.11
H 2.2248 0.8311 -1.1346 0.12
H 1.9985 0.8882 1.3216 0.12


[3]
18
Properties=species:S:1:pos:R:3:lowdin_charge:R:1 method="wB97M-V/def2-TZVPD" de_lowest_kj_mol=177.4 smiles="C[C@H](C#CBr)[C@](C)(Cl)C=S" energy_ha=-3703.779888 e_lumo_ev=-0.77
Br 4.7717 -0.3671 0.2339 0.75
Cl 0.3662 1.8212 -1.4574 0.79
S -1.3495 2.3974 1.5504 0.73
C 0.2954 -0.5970 -0.4973 -0.38
C 2.9987 -0.4533 -0.1003 -0.64
C 1.8011 -0.5161 -0.3259 -0.13
C -0.3822 0.7485 -0.3231 -1.01
C -0.1395 1.4188 0.9369 -0.59
C -1.9011 0.5862 -0.6023 -0.14
C -0.0884 -1.7375 0.4941 -0.03
H 0.7608 1.4076 1.3734 0.02
H -2.2464 1.7417 -0.7238 0.09
H -2.2128 0.1308 0.3051 0.05
H 0.0536 -0.7641 -1.5222 0.12
H -0.9427 -2.3158 0.1540 0.08
H 0.8305 -2.3494 0.6344 0.09
H -0.3221 -1.2789 1.4276 0.07
H -2.2935 0.1271 -1.5575 0.11


[4]
18
Properties=species:S:1:pos:R:3:lowdin_charge:R:1 method="wB97M-V/def2-TZVPD" de_lowest_kj_mol=255.2 energy_ha=-3432.670774 e_lumo_ev=-2.68
I -2.1879 2.9199 -1.5133 0.59
Br 1.1923 0.7580 4.3587 -0.66
Si -1.1211 1.4939 0.1411 0.51
C -0.2130 -0.0043 -0.4636 -0.36
C 1.2289 -1.8790 -0.1582 -0.04
C -0.2455 -0.1980 -1.8631 -0.15
C 0.5584 -0.7960 0.3453 -0.11
C -1.1759 1.9250 1.9606 -0.30
C 1.2248 -2.1301 -1.5643 0.01
C 0.4806 -1.2347 -2.3918 -0.06
H -0.2392 2.4734 2.2919 0.02
H -0.7215 0.3433 -2.5735 0.03
H -1.1786 1.0247 2.6472 0.00
H 1.6949 -2.8712 -2.0074 0.05
H -2.2019 2.5025 2.1597 0.08
H 0.6770 -0.5960 1.5055 0.11
H 0.4825 -1.3178 -3.5511 0.14
H 1.7453 -2.4136 0.6762 0.13


[5]
19
Properties=species:S:1:pos:R:3:lowdin_charge:R:1 method="wB97M-V/def2-TZVPD" de_lowest_kj_mol=263.5 energy_ha=-895.853328 e_lumo_ev="0.16 / 0.17"
Cl -1.0148 -2.3047 -0.3177 0.73
N -0.2411 -0.0073 1.4776 0.19
N -2.7518 -0.4102 0.1092 0.08
N -1.2932 2.8201 -1.2545 0.18
C 2.2500 -0.0835 1.8324 -0.05
C -1.0901 1.6924 -1.1958 -0.22
C 0.9199 -0.0444 1.0216 -0.50
C -1.4161 -0.6149 -0.2007 -0.75
C 0.6169 0.0840 -1.4471 -0.05
C -0.9091 0.2662 -1.2650 -0.34
C 1.3030 -0.1732 -0.3431 -0.15
H -1.5417 -0.0124 -2.2359 0.20
H -3.0399 0.5012 -0.1209 0.08
H 3.0829 0.4522 1.1804 0.11
H 2.4813 -1.1805 1.8779 0.09
H 2.4096 -0.1699 -0.4054 0.11
H 2.2741 0.2920 2.8460 0.06
H -3.1093 -0.8652 0.8991 0.08
H 1.0692 -0.2419 -2.4581 0.15


[6]
18
Properties=species:S:1:pos:R:3:lowdin_charge:R:1 method="wB97M-V/def2-TZVPD" de_lowest_kj_mol=0.0 smiles="[NH2+]=C1C=CC=C(F)[C@H]2CN12" energy_ha=-480.547393 e_lumo_ev=-5.36 total_charge=+1
F 1.9970 0.7283 -2.3398 0.14
N -2.5583 -0.4122 0.4879 0.25
N -0.4750 -1.2754 -0.4150 0.04
C 0.4915 1.5727 0.8552 0.03
C 0.7955 -1.7331 0.0914 -0.05
C 0.7489 -0.8702 -1.1663 -0.12
C 1.1870 1.5739 -0.4110 0.03
C -0.5939 0.8087 1.1813 -0.03
C -1.2524 -0.2176 0.4713 -0.13
C 1.2634 0.5138 -1.2709 -0.19
H -1.1385 1.0657 1.9686 0.08
H 0.7689 -1.3650 -2.0165 0.10
H 0.6842 2.2286 1.6619 0.12
H 1.7737 2.3851 -0.8061 0.13
H 0.9069 -2.8001 -0.1864 0.13
H -3.1313 0.2753 0.9482 0.15
H -2.9080 -1.2222 -0.0008 0.15
H 1.4404 -1.2564 0.9472 0.18